Record 1
Computed, not measured: a 16-piece molecular cluster, C3H37O16 overall at a distorted geometry, with wB97M-V/def2-TZVPD.

```
56
Properties=species:S:1:pos:R:3:lowdin_charge:R:1
C -0.101 0.730 0.160 -0.321
O -0.111 -0.185 -0.916 -0.346
C -1.343 1.596 0.229 -0.225
C -1.237 2.825 -0.657 -0.102
H 0.878 1.234 0.174 0.095
H -0.039 0.163 1.113 0.075
H -1.531 1.910 1.261 0.106
H -2.206 1.008 -0.080 0.090
H -2.144 3.422 -0.592 0.071
H -1.012 2.563 -1.692 0.070
H -0.435 3.531 -0.399 0.071
H -0.938 -1.423 -0.591 0.018
H -1.477 -2.957 -0.741 0.068
O -1.727 -2.070 -0.464 -0.099
H -4.349 -0.642 -0.080 0.008
H -3.274 -1.217 -1.002 -0.006
O -4.097 -0.692 -1.020 -0.100
H -1.470 -2.356 1.319 0.043
H -0.349 -1.459 1.800 0.028
O -0.953 -2.147 2.125 -0.075
H -2.968 0.011 2.009 0.019
H -4.185 -0.813 2.350 0.056
O -3.850 -0.209 1.679 -0.052
H 0.239 -3.478 1.941 -0.015
H 1.670 -3.296 2.159 -0.002
O 1.061 -4.011 1.928 -0.089
H 1.402 2.667 -1.391 0.011
H 2.546 2.029 -2.136 0.018
O 2.300 2.857 -1.684 -0.063
H 2.671 -0.701 2.595 0.061
H 2.603 -0.772 1.083 0.019
O 2.221 -1.172 1.880 -0.043
H -1.305 0.145 -2.106 0.000
H -2.952 0.038 -2.319 0.009
O -2.092 0.294 -2.674 -0.091
H 3.412 0.271 -1.221 0.003
H 3.324 -1.164 -0.862 0.011
O 3.910 -0.377 -0.704 -0.086
H 2.259 1.912 2.210 -0.020
H 0.950 1.795 3.119 0.012
O 1.880 2.028 3.095 -0.072
H -0.769 -0.873 -4.185 0.025
H -1.052 0.624 -4.422 0.018
O -0.507 -0.113 -4.708 -0.076
H 1.803 -2.509 -0.161 0.032
H 1.308 -1.575 -1.220 0.028
O 2.012 -2.246 -1.068 -0.052
H 3.120 2.656 -0.005 0.017
H 3.716 1.309 0.170 0.000
O 3.430 2.067 0.705 -0.074
H -1.183 -0.027 4.314 0.030
H -1.674 -1.297 3.569 -0.001
O -1.970 -0.532 4.098 -0.071
H 1.488 -0.016 -3.435 0.046
H 1.240 0.233 -1.900 0.006
O 1.857 0.408 -2.653 -0.079
```

Computed properties:
Charge ... -1
E_tot ... -1340.47529 Ha
ΔE to the lowest compared entry with this formula, charge and spin ... 0.0000 eV
Kohn-Sham gap ... 9.2 eV
Multiplicity ... 1

---

Record 2
Computed, not measured: a 15-piece molecular cluster, C3H38NO14 overall at a distorted geometry, with wB97M-V/def2-TZVPD.

```
56
Properties=species:S:1:pos:R:3:lowdin_charge:R:1
C 0.597 2.139 -0.970 -0.080
C -0.638 1.475 -0.200 -0.372
C -1.958 1.406 -0.922 -0.109
N -0.300 0.013 0.131 0.192
H 1.538 2.114 -0.363 0.065
H 0.869 1.491 -1.780 0.013
H 0.271 3.147 -1.360 0.085
H -0.633 2.068 0.759 0.125
H -1.903 1.099 -1.969 0.057
H -2.493 2.384 -1.022 0.082
H -2.656 0.888 -0.113 0.098
H 0.697 0.013 0.582 0.137
H -0.918 -0.494 0.775 0.122
H -0.252 -0.509 -0.793 0.109
H 4.479 -0.020 -0.522 0.127
H 3.318 -0.055 -1.351 -0.026
O 3.478 -0.312 -0.434 -0.143
H -2.656 0.953 2.961 -0.036
H -3.772 1.198 2.060 0.134
O -3.142 0.441 2.399 -0.060
H -0.012 -2.136 3.029 -0.039
H 1.003 -3.344 3.056 0.076
O 0.883 -2.378 2.978 -0.045
H 2.002 -2.382 1.449 -0.014
H 2.856 -1.956 0.258 -0.019
O 2.005 -2.255 0.502 -0.063
H 2.922 0.024 1.310 -0.011
H 2.317 -0.247 2.780 0.138
O 2.190 0.240 1.866 -0.098
H 0.193 2.322 2.812 -0.004
H -0.267 2.652 4.185 0.016
O -0.530 2.113 3.461 -0.070
H -2.587 -1.348 2.918 0.017
H -1.884 -2.403 2.033 0.041
O -1.780 -1.869 2.846 -0.068
H 1.087 2.241 -4.795 0.015
H 0.639 3.113 -3.542 0.022
O 1.362 2.533 -3.904 -0.184
H 3.665 0.542 -3.464 0.037
H 2.636 1.541 -3.082 0.021
O 2.959 0.633 -2.830 -0.130
H -3.701 -2.121 -0.554 0.047
H -3.587 -1.550 0.871 -0.015
O -3.510 -2.416 0.454 -0.145
H 2.097 3.555 1.799 -0.011
H 1.985 2.065 1.954 -0.019
O 1.560 2.878 1.871 0.021
H -2.462 -1.292 -2.393 0.046
H -3.932 -1.695 -2.579 0.057
O -3.316 -1.384 -1.929 -0.062
H 0.335 -0.770 -3.279 -0.020
H -0.097 -2.041 -2.523 0.015
O -0.133 -1.083 -2.569 -0.089
H 0.397 -3.691 -0.594 -0.023
H -1.016 -4.040 -0.996 0.101
O -0.202 -3.490 -1.264 -0.061
```

Computed properties:
E_tot ... -1245.05786 Ha
Kohn-Sham gap (alpha / beta) ... 2.3 / 11.0 eV
Multiplicity ... 2

---

Record 3
Computed, not measured: a 15-piece molecular cluster, C3H38NO15 overall at a distorted geometry, with wB97M-V/def2-TZVPD.

```
57
Properties=species:S:1:pos:R:3:lowdin_charge:R:1
C -0.582 0.626 0.290 -0.137
C 0.044 -0.680 0.520 -0.232
C 1.483 -0.675 0.407 -0.273
O 1.937 -2.019 0.717 -0.105
N -1.960 0.692 0.867 0.159
H -0.596 0.894 -0.740 0.103
H 0.029 1.327 0.803 0.108
H -0.146 -1.120 1.535 0.108
H -0.310 -1.462 -0.211 0.122
H 1.963 -0.423 -0.649 0.153
H 1.993 0.095 1.200 0.138
H 2.026 -2.447 -0.195 0.121
H -2.615 0.316 0.196 0.109
H -2.382 1.619 0.955 0.135
H -1.955 0.248 1.753 0.110
H -0.081 -0.799 4.927 0.041
H 0.608 -0.001 3.756 0.047
O -0.211 -0.376 4.128 -0.010
H -0.521 -3.086 2.443 0.014
H -0.865 -4.232 1.578 0.087
O -1.309 -3.423 1.935 -0.079
H 0.071 -3.656 -2.320 0.082
H -0.688 -3.608 -3.733 0.122
O -0.018 -3.098 -3.147 -0.100
H -2.202 -1.151 -1.304 -0.073
H -1.218 -1.709 -2.333 0.042
O -1.738 -0.924 -2.032 -0.017
H 2.359 2.165 1.969 0.063
H 2.645 1.247 3.150 0.032
O 1.940 1.602 2.660 -0.041
H -1.354 0.889 3.448 0.061
H -0.695 2.268 3.386 -0.004
O -1.465 1.855 3.113 -0.047
H 1.128 3.471 -1.463 0.063
H 2.079 4.403 -0.288 0.061
O 1.660 3.595 -0.593 -0.102
H 2.951 2.346 -0.344 -0.019
H 3.703 1.215 -0.754 -0.079
O 3.723 1.814 -0.146 0.018
H 1.009 -1.681 2.956 0.076
H 1.539 -3.159 3.446 -0.034
O 0.895 -2.627 3.305 0.012
H -1.401 0.768 -3.192 0.029
H -0.956 2.335 -3.400 0.053
O -1.511 1.683 -2.949 -0.052
H 1.301 -1.807 -4.383 0.063
H 2.128 -0.401 -4.491 -0.005
O 1.294 -0.808 -4.600 -0.077
H -3.503 -2.089 -0.111 0.056
H -2.327 -2.407 0.944 -0.010
O -2.708 -1.846 0.298 -0.011
H -3.650 2.792 -1.288 0.056
H -2.532 1.877 -1.590 -0.032
O -3.109 2.129 -0.889 -0.025
H 1.330 1.773 -2.933 -0.004
H 1.744 3.045 -3.613 0.162
O 1.028 2.624 -2.990 -0.039
```

Computed properties:
Charge ... +1
E_tot ... -1320.13097 Ha
ΔE to the lowest compared entry with this formula, charge and spin ... 3.4780 eV
Kohn-Sham gap ... 10.6 eV
Multiplicity ... 1

---

Record 4
Computed, not measured: C3H3AgO2 as an isolated structure at a distorted geometry, with wB97M-V/def2-TZVPD.

```
9
Properties=species:S:1:pos:R:3:lowdin_charge:R:1
C 1.719 1.009 -1.798 0.136
C 0.622 0.072 -1.670 -0.371
H 0.906 -0.842 -1.115 0.113
H 2.203 0.813 -2.773 0.002
H -0.163 0.581 -1.073 0.113
O -0.128 0.069 -5.019 -0.196
C 0.627 0.335 -4.063 -0.280
O 0.043 -0.296 -2.916 -0.299
Ag -1.549 -1.150 -4.080 0.783
```

Computed properties:
E_tot ... -413.27834 Ha
ΔE to the lowest compared entry with this formula, charge and spin ... 2.3934 eV
Kohn-Sham gap (alpha / beta) ... 6.5 / 7.0 eV
Multiplicity ... 3

---

Record 5
Computed, not measured: C3H3AuCl2NO3Ru as an isolated structure at a distorted geometry, with wB97M-V/def2-TZVPD.

```
14
Properties=species:S:1:pos:R:3:lowdin_charge:R:1
Au -1.059 1.958 -1.371 0.936
Ru 0.558 -1.159 0.903 1.219
Cl 0.605 0.507 -0.741 0.245
Cl -1.741 -0.854 0.796 0.497
C 0.272 -1.959 2.467 -0.275
C -1.335 3.568 -2.494 -0.066
C -2.885 2.653 -1.621 -0.092
O 0.100 -2.760 3.305 0.354
O -1.273 4.535 -3.140 0.390
O -3.975 3.063 -1.693 0.370
N 2.450 -2.221 0.888 0.052
H 2.536 -2.787 0.046 0.125
H 2.440 -2.865 1.700 0.116
H 3.308 -1.677 0.954 0.130
```

Computed properties:
Charge ... +4
E_tot ... -1545.25466 Ha
ΔE to the lowest compared entry with this formula, charge and spin ... 5.6021 eV
Kohn-Sham gap (alpha / beta) ... 8.3 / 6.8 eV
Multiplicity ... 8

---

Record 6
Computed, not measured: C3H3AuFO4 as an isolated structure at a distorted geometry, with wB97M-V/def2-TZVPD.

```
12
Properties=species:S:1:pos:R:3:lowdin_charge:R:1
C -3.096 -0.572 0.617 0.183
C -2.437 0.738 0.363 0.000
O -1.097 0.641 0.261 0.428
O -4.323 -0.764 0.755 0.343
H -2.544 -1.525 0.673 0.237
H -2.740 1.459 1.157 0.270
H -2.871 1.192 -0.559 0.261
F -5.046 0.420 0.645 0.225
C 0.025 0.614 -1.988 0.477
O 1.090 0.358 -1.618 0.039
Au 3.421 1.152 -0.668 1.620
O 2.064 -0.004 -0.749 -0.082
```

Computed properties:
Charge ... +4
E_tot ... -649.83119 Ha
Kohn-Sham gap (alpha / beta) ... 11.1 / 6.6 eV
Multiplicity ... 4